Record 1
ORCA calculation (ωB97M-V with the def2-TZVPD basis set) on C4H6N2O in the gas phase.

Summary:
Energy above the lowest of the compared OMol25 structures with the same formula, charge and spin ... 65.0 kcal/mol
Multiplicity ... 1
HOMO level ... -8.6 eV
LUMO energy ... 0.687 eV
Energy ... -9270.6817 eV

Geometry (Å):
N (1.10690, -1.62328, 1.65090)
C (0.52641, -0.84656, 0.84255)
O (1.03670, -0.68853, -0.38202)
C (0.22791, -0.06010, -1.38153)
C (-0.40362, 1.20101, -0.82680)
C (-1.14994, 0.98252, 0.46683)
N (-0.63680, -0.04870, 1.12971)
H (0.68207, -1.62851, 2.57413)
H (-1.06631, -0.26436, 2.02351)
H (-0.53842, -0.76852, -1.72217)
H (0.91249, 0.12433, -2.21196)
H (0.36965, 1.95179, -0.60167)
H (-1.06704, 1.66892, -1.56148)

***

Record 2
ORCA calculation (ωB97M-V with the def2-TZVPD basis set) on a 2-piece molecular cluster, C4H10O3 overall in a non-equilibrium geometry.

Summary:
Energy above the lowest of the compared OMol25 structures with the same formula, charge and spin ... 42.8 kcal/mol
Multiplicity ... 1
SMILES ... O=CCCCO.O
HOMO level ... -9.7 eV
LUMO energy ... 0.664 eV
Energy ... -10451.3857 eV

Geometry (Å):
C (-1.09219, -0.54314, -1.02776)
O (-1.35946, -0.43329, -2.45804)
C (0.36850, -0.11202, -0.75279)
C (1.09581, -0.93836, 0.28884)
C (0.38274, -1.31313, 1.59299)
O (-0.76849, -1.05430, 1.78996)
H (-1.25228, -1.63850, -0.93603)
H (-1.82851, -0.02711, -0.42220)
H (-1.92049, 0.33134, -2.50954)
H (0.52855, 0.91530, -0.48941)
H (1.00452, -0.10459, -1.66152)
H (1.50529, -1.86076, -0.15381)
H (2.02220, -0.41432, 0.60048)
H (0.95795, -1.95998, 2.27204)
H (0.79054, 3.30742, 0.85546)
H (-0.41690, 3.00527, 1.92418)
O (-0.01776, 2.84019, 1.08715)

***

Record 3
ORCA calculation (ωB97M-V with the def2-TZVPD basis set) on C12H36AlO24S3Y as an isolated structure in a non-equilibrium geometry.

Summary:
<S²> ... 0.76
Multiplicity ... 2
HOMO level (spin up / spin down) ... -6.3 / -6.3 eV
LUMO energy (spin up / spin down) ... 1.921 / -1.617 eV
Total charge ... -1
Energy ... -102316.0406 eV

Geometry (Å):
Y (-0.09488, 1.66545, 2.12816)
Al (-3.63929, 3.08669, -2.04751)
S (-2.71784, 2.96088, 2.02522)
O (-2.28848, 1.63714, 2.50432)
O (-3.42725, 2.89403, 0.79517)
O (-3.43260, 3.68253, 3.03672)
O (-1.38271, 3.47752, 1.80642)
S (1.58190, -0.63058, 3.00263)
O (1.27818, -1.90633, 2.34072)
O (1.77211, 0.46730, 2.08544)
O (0.33181, -0.05681, 3.57605)
O (2.59543, -0.68890, 4.09675)
S (-0.26417, 1.02742, -0.77737)
O (-1.34467, 1.69648, -1.47326)
O (0.45228, 0.04872, -1.54269)
O (0.54765, 2.00415, -0.08380)
O (-0.74903, 0.34363, 0.42609)
C (-0.59847, -1.99810, -4.39234)
C (0.31069, -0.75890, -4.81486)
O (1.34012, -0.44460, -3.92657)
O (-1.08868, -1.67540, -3.10041)
H (-0.01075, -2.87962, -4.13620)
H (-1.43935, -2.11633, -5.07575)
H (-0.38634, 0.07590, -4.74157)
H (0.58462, -0.84592, -5.86628)
H (0.98977, -0.06859, -3.11572)
H (-0.45801, -1.05123, -2.73400)
C (1.19996, 3.08687, 4.65417)
C (1.57401, 3.97507, 3.51279)
O (1.73816, 3.24463, 2.28964)
O (-0.03767, 2.51731, 4.39983)
H (1.18174, 3.46235, 5.67729)
H (1.91599, 2.26512, 4.66570)
H (2.50520, 4.47360, 3.78195)
H (0.91478, 4.82678, 3.34510)
H (2.60014, 3.48508, 1.94212)
H (-0.53769, 2.64326, 5.20960)
C (4.06815, 1.11309, -0.60650)
C (3.36075, 1.87122, -1.74643)
O (2.64200, 2.97986, -1.32886)
O (5.13416, 1.94334, -0.15286)
H (4.40071, 0.13963, -0.96687)
H (3.30415, 0.95806, 0.15532)
H (2.73060, 1.13337, -2.24301)
H (3.97811, 2.08115, -2.61988)
H (2.01810, 2.57956, -0.71885)
H (4.78490, 2.79659, 0.11467)
C (-4.12362, -0.87452, -1.32836)
C (-4.22848, -0.72064, -2.91722)
O (-3.14219, 0.14763, -3.35008)
O (-4.33229, 0.39429, -0.66005)
H (-3.18818, -1.33835, -1.01545)
H (-4.88371, -1.58405, -1.00135)
H (-5.12931, -0.19127, -3.22767)
H (-4.17035, -1.73797, -3.30423)
H (-2.35067, -0.39283, -3.29531)
H (-4.65057, 0.25836, 0.23540)
C (2.80351, -3.52528, -1.93765)
C (2.51413, -2.24290, -1.14665)
O (1.18306, -2.21004, -0.68036)
O (2.43716, -4.71962, -1.18637)
H (3.83821, -3.58984, -2.27428)
H (2.12755, -3.48828, -2.79195)
H (2.90947, -1.37530, -1.67492)
H (3.07775, -2.32417, -0.21723)
H (0.85753, -1.32693, -0.86940)
H (2.84508, -5.44358, -1.66708)
C (-2.31251, -2.70278, 3.21856)
C (-2.48264, -2.09194, 1.85581)
O (-1.30168, -2.11259, 1.05123)
O (-1.75954, -4.01565, 3.20466)
H (-3.28970, -2.76632, 3.69726)
H (-1.73867, -2.06152, 3.88759)
H (-2.81831, -1.08570, 2.10663)
H (-3.24823, -2.61802, 1.28553)
H (-1.01584, -1.20127, 0.95422)
H (-2.36517, -4.58172, 3.68880)

***

Record 4
ORCA calculation (ωB97M-V with the def2-TZVPD basis set) on a 2-piece molecular cluster, C4H11NO2 overall in a non-equilibrium geometry.

Summary:
Energy above the lowest of the compared OMol25 structures with the same formula, charge and spin ... 64.4 kcal/mol
Multiplicity ... 1
SMILES ... CN(C)CC=O.O
HOMO level ... -8.2 eV
LUMO energy ... 0.785 eV
Energy ... -9909.4494 eV

Geometry (Å):
C (-0.10017, 0.48346, -1.40234)
N (0.88728, -0.23955, -0.63739)
C (0.83396, -1.67804, -0.74177)
C (1.34513, 0.30513, 0.61571)
C (2.85268, 0.49572, 0.28904)
O (3.79407, 0.07902, 0.90607)
H (0.45125, 1.42955, -1.57496)
H (-0.58503, 0.11102, -2.28861)
H (-0.87291, 1.05411, -0.81541)
H (1.41870, -2.18508, 0.02919)
H (1.21983, -2.05645, -1.68904)
H (-0.20479, -2.06664, -0.72428)
H (1.22709, -0.33119, 1.50427)
H (0.83994, 1.19494, 1.01060)
H (3.01153, 1.12368, -0.59815)
H (-5.76177, 0.25335, 2.48813)
H (-5.26333, 1.48925, 1.77553)
O (-5.09347, 0.53773, 1.85340)

***

Record 5
ORCA calculation (ωB97M-V with the def2-TZVPD basis set) on a 2-piece molecular cluster, C5H13NP overall in a non-equilibrium geometry.

Summary:
Energy above the lowest of the compared OMol25 structures with the same formula, charge and spin ... 62.7 kcal/mol
Multiplicity ... 1
HOMO level ... -13.0 eV
LUMO energy ... -4.886 eV
Total charge ... +1
Energy ... -16164.9025 eV

Geometry (Å):
C (-0.61420, -0.18309, 2.40013)
C (0.04836, 1.20800, -0.86637)
C (0.35998, 0.01761, -1.79740)
C (-0.78988, -0.49684, -2.54977)
C (2.07611, -0.20845, 0.53326)
N (-1.92502, -0.19627, 2.54741)
P (0.32186, -0.34439, 0.06944)
H (-0.27091, -1.22992, 2.51140)
H (-0.05708, 0.63314, 2.55782)
H (0.68265, 2.09309, -0.87389)
H (-0.88282, 1.64820, -0.98348)
H (1.24634, -0.23895, -2.35589)
H (-0.84224, 0.05391, -3.49840)
H (-1.63923, -0.49216, -2.00853)
H (-0.76131, -1.40837, -3.01542)
H (2.88118, -0.58720, -0.24223)
H (2.36530, -0.73994, 1.37308)
H (2.51299, 0.86153, 0.80068)
H (-2.42672, -1.05886, 2.53377)
H (-2.28537, 0.66895, 2.86439)

***

Record 6
ORCA calculation (ωB97M-V with the def2-TZVPD basis set) on a 10-piece molecular cluster, H20O10 overall in a non-equilibrium geometry.

Summary:
Energy above the lowest of the compared OMol25 structures with the same formula, charge and spin ... 117.9 kcal/mol
Multiplicity ... 1
SMILES ... O.O.O.O.O.O.O.O.O.O
HOMO level ... -10.4 eV
LUMO energy ... -0.048 eV
Energy ... -20797.5011 eV

Geometry (Å):
H (-0.36925, 0.87872, -1.81339)
H (-0.16046, 0.10856, -0.51984)
H (-1.74443, -2.45251, -3.66378)
H (-2.48395, -2.44056, -2.33600)
H (-2.96418, 0.48193, -1.44774)
H (-4.19833, -0.35048, -1.14110)
H (4.66060, -2.29678, -0.68792)
H (3.36616, -2.48545, -1.46178)
H (0.93706, -0.55413, 4.08012)
H (2.05884, -1.08472, 3.20255)
H (-4.90524, 0.83962, 1.78849)
H (-4.17990, -0.44638, 1.42776)
H (-1.97822, -1.07144, 2.03785)
H (-2.46032, -0.04312, 1.02781)
H (2.00760, 2.37321, 2.38349)
H (3.01084, 2.19350, 1.25599)
H (3.24827, -1.31390, -0.36462)
H (1.81289, -1.31895, 0.13508)
H (1.48210, 4.78462, -1.35502)
H (2.35484, 5.67319, -2.22612)
O (-0.22944, -0.01232, -1.47357)
O (-1.63351, -2.66494, -2.73021)
O (-3.52585, 0.19568, -0.71864)
O (4.15507, -2.95826, -1.17358)
O (1.20580, -0.63822, 3.15833)
O (-4.02608, 0.48769, 1.60898)
O (-2.18268, -0.96310, 1.10219)
O (2.60884, 1.72650, 1.99713)
O (2.61815, -1.84861, 0.13138)
O (1.51477, 5.20068, -2.22383)